# 1
Computed, not measured: one molecule with the formula C4H11NS, with ωB97M-V with the def2-TZVPD basis set.

Properties
Highest occupied orbital energy ... -8.59 eV
Energy relative to the best compared isomer or geometry (same formula, charge and spin) ... 16.9 kcal per mole
Max |F| ... 0.035 hartree/bohr
SMILES ... CCSCNC
Gap between HOMO and LUMO ... 9.5517 eV
DFT total energy ... -611.91524 Eh

Geometry (Å):
C: 0.7760 2.1675 0.4761
C: 1.3638 0.9510 1.1375
S: 1.1691 -0.6505 0.3707
C: -0.6495 -0.8923 0.5162
N: -1.1674 -1.9096 -0.3798
C: -1.1313 -1.4641 -1.8028
H: 1.1290 2.3838 -0.5236
H: 0.9999 3.0632 1.0700
H: -0.3126 2.1124 0.5126
H: 1.1014 0.9157 2.2044
H: 2.4456 1.0704 1.2959
H: -1.1214 0.0761 0.3999
H: -0.8081 -1.2075 1.5312
H: -0.4628 -2.6406 -0.3211
H: -0.9405 -0.3911 -1.8695
H: -2.0945 -1.6936 -2.2544
H: -0.2969 -1.8908 -2.3631

Atomic forces in eV per Å
C -0.54 0.64 0.57
C 1.27 0.24 1.27
S -0.09 -0.03 -0.51
C 0.24 -0.05 0.30
N 1.09 0.62 -0.58
C 0.00 0.22 0.38
H 0.00 -0.35 -0.30
H 0.16 -0.19 0.03
H -0.05 -0.01 -0.42
H -0.69 -0.15 -0.25
H 0.00 -0.07 -0.66
H -0.27 0.01 -0.32
H -0.25 -0.19 0.50
H -0.48 -0.42 0.13
H -0.28 0.07 0.12
H 0.15 -0.02 -0.25
H -0.23 -0.33 -0.01



# 2
Computed, not measured: a 2-piece molecular cluster, C4H11NS overall, with ωB97M-V with the def2-TZVPD basis set.

Properties
Highest occupied orbital energy ... -8.55 eV
Energy relative to the best compared isomer or geometry (same formula, charge and spin) ... 35.0 kcal per mole
Max |F| ... 0.036 hartree/bohr
SMILES ... C=CN.CCS
Gap between HOMO and LUMO ... 9.4092 eV
DFT total energy ... -611.88628 Eh

Geometry (Å):
C: 2.5465 0.0374 -0.0280
C: 3.4689 0.9413 0.3248
N: 3.2014 2.0376 1.1543
H: 1.6853 -0.1738 0.5917
H: 2.9188 -0.7712 -0.6444
H: 4.5287 0.7669 0.1667
H: 2.2745 1.9562 1.5426
H: 3.8727 2.1906 1.8763
C: -2.0735 -1.8874 0.8295
C: -1.3604 -0.8687 -0.0457
S: -2.5905 -0.0311 -1.2102
H: -2.0430 -2.9086 0.4186
H: -3.1284 -1.6247 0.8068
H: -1.7692 -2.0180 1.8624
H: -0.6537 -1.3447 -0.7172
H: -0.7556 -0.1501 0.5075
H: -2.2394 1.2243 -0.7719

Atomic forces in eV per Å
C 1.32 -0.62 0.23
C -0.32 -0.23 1.21
N -0.40 -0.45 -0.49
H -0.49 0.55 -0.46
H -0.31 -0.06 -0.08
H -0.11 0.39 -0.81
H -0.16 0.25 0.12
H 0.48 0.16 0.29
C -0.81 -0.80 -0.38
C 0.05 -0.18 -0.68
S 1.20 0.81 1.19
H 0.16 0.35 -0.17
H -0.13 -0.04 0.43
H 0.36 0.51 0.13
H 0.10 -0.18 -0.01
H -0.51 0.25 -0.03
H -0.45 -0.71 -0.49



# 3
Computed, not measured: a 2-piece molecular cluster, C4H11NS overall, with ωB97M-V with the def2-TZVPD basis set.

Properties
Highest occupied orbital energy ... -8.19 eV
Energy relative to the best compared isomer or geometry (same formula, charge and spin) ... 30.0 kcal per mole
Max |F| ... 0.030 hartree/bohr
SMILES ... C=CN.CSC
Gap between HOMO and LUMO ... 9.1866 eV
DFT total energy ... -611.89427 Eh

Geometry (Å):
C: -2.8031 -0.9501 1.4108
C: -2.6416 0.3561 1.2657
N: -2.0943 1.0051 0.1490
H: -2.6174 -1.6497 0.6017
H: -3.0509 -1.3428 2.3891
H: -3.0811 1.0617 1.9590
H: -2.2958 0.5834 -0.7432
H: -2.2328 1.9963 0.2425
C: 1.2840 0.2147 0.0163
S: 2.2654 -1.2197 -0.4532
C: 3.3589 -0.4898 -1.7164
H: 0.2569 0.1318 -0.3169
H: 1.7134 1.2032 -0.1206
H: 1.1572 0.0829 1.0954
H: 4.3003 -1.0349 -1.7714
H: 2.8451 -0.4431 -2.6729
H: 3.6358 0.4948 -1.3349

Atomic forces in eV per Å
C 0.14 -0.33 0.28
C -0.39 0.26 -0.77
N -0.29 -0.10 0.80
H 0.32 0.02 0.17
H -0.43 -0.03 -0.24
H 0.58 -0.12 0.64
H 0.04 0.26 -0.13
H -0.03 0.06 -0.76
C -0.63 -0.60 1.28
S 0.59 0.10 -0.36
C -0.12 0.19 0.61
H 0.04 0.33 -0.64
H 0.18 -0.14 -0.39
H 0.15 0.21 0.07
H -0.25 -0.32 -0.13
H 0.25 0.13 -0.09
H -0.14 0.08 -0.34